Model w:
DFT (ωB97M-V/def2-TZVPD) results for a cluster of 2 separate species, C6H14O in total.

HOMO level in eV: -7.873
Structure (SMILES): C/C=C/CCC.O
Frontier orbital gap in Eh: 0.3227

Last column: Mulliken charge in e.
Atoms and positions in Å:
C  2.492  -0.793  -1.590  -0.90
C  1.249  -0.836  -0.809  -0.17
C  0.758  0.071  0.073  -0.37
C  -0.752  0.375  0.306  -0.70
C  -1.099  1.964  0.099  -0.43
C  -0.464  2.557  -1.199  -0.94
H  3.352  -0.278  -1.075  0.28
H  2.126  -0.163  -2.430  0.21
H  2.795  -1.759  -2.068  0.31
H  0.915  -1.872  -0.695  0.33
H  1.516  0.422  0.864  0.31
H  -1.378  -0.098  -0.494  0.30
H  -1.056  -0.023  1.283  0.38
H  -2.226  2.163  0.102  0.30
H  -0.658  2.528  0.916  0.29
H  0.624  2.838  -1.219  0.26
H  -0.931  3.458  -1.679  0.32
H  -0.510  1.707  -1.952  0.23
O  -2.213  -4.100  3.423  -0.63
H  -1.578  -4.248  4.172  0.32
H  -2.962  -3.913  3.970  0.31

Model x:
DFT (ωB97M-V/def2-TZVPD) results for a structure of composition C6H14O.

HOMO level in eV: -8.397
Frontier orbital gap in Eh: 0.3411

Last column: Mulliken charge in e.
Atoms and positions in Å:
C  -1.475  -0.791  -1.039  -1.41
C  -1.115  -0.272  0.357  0.82
C  -2.280  0.531  0.942  -1.55
C  0.149  0.605  0.363  -0.82
C  1.495  -0.062  0.289  0.27
C  2.643  0.619  0.144  -0.98
O  1.432  -1.406  0.315  -0.40
H  -2.316  -1.494  -0.984  0.39
H  -0.628  -1.293  -1.515  0.37
H  -1.778  0.036  -1.694  0.31
H  -0.932  -1.135  1.008  0.26
H  -3.199  -0.066  0.964  0.40
H  -2.481  1.425  0.337  0.33
H  -2.066  0.860  1.966  0.38
H  0.209  1.148  1.311  0.39
H  0.082  1.361  -0.434  0.29
H  1.541  -0.130  -2.038  0.04
H  3.597  0.104  0.089  0.29
H  2.645  1.695  0.253  0.30
H  2.065  0.289  -1.573  0.00
H  2.332  -1.754  0.246  0.32

model x ends up most stable, edging out the next structure by 1.017 eV.

Model w:
DFT (ωB97M-V/def2-TZVPD) results for the molecule C6H14O.

HOMO level in eV: -10.106
Structure (SMILES): CC[C@@H](C)CCO
Frontier orbital gap in Eh: 0.4067

Last column: Mulliken charge in e.
Atoms and positions in Å:
C  1.410  -2.050  -0.164  -1.28
C  0.367  -1.074  -0.700  -0.56
C  0.258  0.197  0.110  0.99
C  1.595  0.879  0.468  -1.89
C  -0.738  1.198  -0.486  -0.72
C  -2.066  1.232  0.254  -0.67
O  -2.767  -0.020  0.101  -0.56
H  1.482  -2.951  -0.778  0.38
H  1.105  -2.441  0.822  0.31
H  2.407  -1.602  -0.096  0.31
H  0.551  -0.898  -1.764  0.36
H  -0.611  -1.551  -0.607  0.28
H  -0.121  -0.079  1.109  0.06
H  2.213  1.020  -0.424  0.35
H  2.159  0.252  1.155  0.41
H  1.371  1.853  0.897  0.50
H  -0.923  0.957  -1.535  0.35
H  -0.337  2.219  -0.466  0.34
H  -1.837  1.356  1.311  0.39
H  -2.719  2.013  -0.141  0.33
H  -2.800  -0.509  0.933  0.32

Model x:
DFT (ωB97M-V/def2-TZVPD) results for a cluster of 2 separate species, C6H14O in total.

HOMO level in eV: -9.986
Structure (SMILES): C1CCCC1.CO
Frontier orbital gap in Eh: 0.4009

Last column: Mulliken charge in e.
Atoms and positions in Å:
C  -1.432  1.430  1.361  -0.73
C  -0.491  0.211  1.797  -0.64
C  -0.509  -0.740  0.548  -0.41
C  -0.470  0.308  -0.531  -0.68
C  -1.596  1.197  -0.104  -0.50
H  -2.306  1.406  1.887  0.38
H  -0.928  2.387  1.553  0.29
H  -0.675  -0.344  2.746  0.38
H  0.650  0.461  1.854  0.22
H  -1.423  -1.382  0.565  0.30
H  0.368  -1.418  0.476  0.38
H  -0.557  -0.045  -1.522  0.44
H  0.561  0.786  -0.389  0.15
H  -2.622  0.827  -0.548  0.28
H  -1.503  2.276  -0.538  0.25
C  2.478  -1.300  -1.595  -0.66
O  1.289  -1.588  -1.035  -0.43
H  3.171  -1.976  -1.163  0.22
H  2.589  -1.294  -2.660  0.27
H  2.624  -0.216  -1.195  0.27
H  0.783  -0.987  -1.509  0.23

Model y:
DFT (ωB97M-V/def2-TZVPD) results for a cluster of 2 separate species, C6H14O in total.

HOMO level (spin up / spin down) in eV: -10.328 / -7.881
Frontier orbital gap (spin up / spin down) in Eh: 0.4022 / 0.3259

Last column: Mulliken charge in e.
Atoms and positions in Å:
C  2.853  1.498  1.099  -1.00
C  2.180  0.245  0.751  -0.26
C  0.647  0.276  0.872  -0.62
C  -0.031  -0.741  -0.044  -0.63
C  -1.553  -0.624  -0.053  -0.58
C  -2.173  -1.460  -1.159  -0.53
O  -3.577  -1.317  -1.090  -0.50
H  0.557  5.632  -1.178  0.00
H  3.876  1.503  1.465  0.32
H  2.360  2.455  0.960  0.33
H  2.426  0.036  -0.316  0.30
H  2.618  -0.604  1.295  0.31
H  0.362  0.102  1.917  0.27
H  0.290  1.281  0.614  0.36
H  0.265  -1.761  0.240  0.30
H  0.343  -0.586  -1.067  0.38
H  -1.975  -0.938  0.910  0.31
H  -1.850  0.422  -0.204  0.32
H  -1.784  -1.114  -2.132  0.31
H  -1.871  -2.514  -1.043  0.31
H  -3.963  -1.793  -1.835  0.31

model w ends up most stable, edging out the next structure by 2.293 eV.

Model w:
DFT (ωB97M-V/def2-TZVPD) results for a cluster of 2 separate species, C6H14O in total.

HOMO level in eV: -9.971
Structure (SMILES): C=CCCCC.O
Frontier orbital gap in Eh: 0.4049

Last column: Mulliken charge in e.
Atoms and positions in Å:
C  2.838  -0.593  -1.030  -0.83
C  1.678  -1.064  -0.573  -0.25
C  0.319  -0.573  -0.986  -0.41
C  -0.624  -0.307  0.192  -0.48
C  -2.017  0.117  -0.275  -0.41
C  -3.026  0.239  0.864  -1.27
H  3.790  -1.016  -0.720  0.30
H  2.874  0.222  -1.752  0.29
H  1.687  -1.891  0.141  0.23
H  0.425  0.335  -1.595  0.27
H  -0.141  -1.334  -1.635  0.33
H  -0.189  0.461  0.847  0.29
H  -0.709  -1.221  0.799  0.33
H  -2.386  -0.614  -1.008  0.31
H  -1.945  1.074  -0.809  0.31
H  -4.006  0.559  0.495  0.37
H  -2.695  0.970  1.610  0.32
H  -3.157  -0.722  1.376  0.32
O  2.401  1.555  1.394  -0.69
H  2.412  0.908  0.673  0.37
H  3.017  1.196  2.042  0.30

Model x:
DFT (ωB97M-V/def2-TZVPD) results for the molecule C6H14O.

HOMO level in eV: -10.184
Structure (SMILES): CC(C)CCCO
Frontier orbital gap in Eh: 0.4089

Last column: Mulliken charge in e.
Atoms and positions in Å:
C  0.755  0.632  2.212  -1.82
C  -0.008  -0.090  1.091  0.67
C  -1.484  -0.315  1.520  -1.20
C  0.045  0.697  -0.301  -0.91
C  -0.513  -0.259  -1.384  -0.17
C  0.532  -0.824  -2.340  -0.96
O  1.176  0.226  -3.049  -0.55
H  0.518  0.319  3.207  0.46
H  0.714  1.726  2.075  0.34
H  1.725  0.518  2.033  0.53
H  0.246  -1.188  1.040  0.26
H  -1.760  -1.324  1.673  0.28
H  -2.076  0.243  0.720  0.25
H  -1.687  0.156  2.507  0.38
H  1.084  1.020  -0.497  0.32
H  -0.460  1.677  -0.391  0.31
H  -0.869  -1.142  -0.814  0.29
H  -1.238  0.250  -1.960  0.33
H  1.255  -1.438  -1.881  0.32
H  0.117  -1.483  -2.966  0.53
H  1.929  0.600  -2.496  0.34

Model y:
DFT (ωB97M-V/def2-TZVPD) results for the molecule C6H14O.

HOMO level in eV: -9.825
Structure (SMILES): COCC(C)(C)C
Frontier orbital gap in Eh: 0.3950

Last column: Mulliken charge in e.
Atoms and positions in Å:
C  1.194  -1.051  -2.430  -0.69
O  1.050  -0.191  -1.331  -0.29
C  -0.196  -0.418  -0.723  -1.08
C  -0.279  0.265  0.645  2.01
C  -1.568  -0.222  1.311  -1.78
C  0.934  -0.119  1.499  -1.73
C  -0.324  1.795  0.527  -1.75
H  0.899  -2.075  -2.127  0.32
H  2.243  -1.025  -2.743  0.25
H  0.548  -0.748  -3.273  0.27
H  -0.332  -1.520  -0.638  0.50
H  -1.012  -0.063  -1.380  0.44
H  -2.446  0.034  0.706  0.40
H  -1.688  0.243  2.297  0.41
H  -1.550  -1.310  1.447  0.40
H  1.855  0.285  1.068  0.37
H  1.043  -1.207  1.577  0.36
H  0.820  0.288  2.511  0.43
H  0.600  2.193  0.094  0.36
H  -0.442  2.235  1.527  0.43
H  -1.170  2.133  -0.085  0.38

model y ends up most stable, edging out the next structure by 0.147 eV.

Model w:
DFT (ωB97M-V/def2-TZVPD) results for the molecule C5H7NS.

HOMO level in eV: -8.764
Structure (SMILES): CC/C=C\N=C=S
Frontier orbital gap in Eh: 0.3404

Last column: Mulliken charge in e.
Atoms and positions in Å:
C  -1.496  1.759  -0.011  -0.87
C  -2.412  0.463  0.067  -0.45
C  -2.115  -0.982  0.119  -0.30
C  -0.887  -1.404  -0.013  -0.07
N  0.224  -0.650  -0.308  -0.36
C  1.377  -0.381  -0.061  0.45
S  2.824  0.287  0.083  -0.31
H  -2.144  2.644  -0.611  0.28
H  -1.158  2.015  0.982  0.28
H  -0.465  1.404  -0.523  0.20
H  -2.934  0.660  -0.856  0.26
H  -3.260  0.739  0.750  0.36
H  -2.982  -1.759  0.265  0.23
H  -0.609  -2.476  0.223  0.30

Model x:
DFT (ωB97M-V/def2-TZVPD) results for the molecule C5H7NS.

HOMO level (spin up / spin down) in eV: -7.685 / -7.415
Frontier orbital gap (spin up / spin down) in Eh: 0.2720 / 0.2598

Last column: Mulliken charge in e.
Atoms and positions in Å:
C  -1.727  -1.093  -2.370  0.03
C  -1.152  -0.307  -1.680  -0.48
C  0.756  -0.205  -0.107  -0.62
C  0.951  0.101  1.332  -0.66
C  -0.436  0.417  -0.698  -0.15
N  -1.502  0.571  1.227  -0.49
S  -0.576  -0.442  2.146  0.01
H  -1.924  -1.469  -3.324  0.37
H  1.631  0.126  -0.600  0.37
H  0.525  -1.245  -0.030  0.33
H  1.802  -0.381  1.688  0.41
H  1.086  1.217  1.643  0.32
H  -0.335  1.448  -0.878  0.31
H  -2.368  0.186  1.111  0.25

Model y:
DFT (ωB97M-V/def2-TZVPD) results for the molecule C5H7NS.

HOMO level in eV: -7.090
Frontier orbital gap in Eh: 0.2662

Last column: Mulliken charge in e.
Atoms and positions in Å:
C  -1.883  -0.023  -0.026  -0.54
C  -1.138  0.978  -0.647  0.07
C  -1.345  -1.276  0.245  0.14
C  0.173  0.918  -1.009  -0.65
C  2.142  -0.076  0.713  -0.73
N  -0.192  -1.807  0.057  -0.59
S  1.178  -0.490  -0.806  0.07
H  -2.916  0.164  0.222  0.32
H  -1.649  1.905  -0.876  0.32
H  -2.003  -2.015  0.708  0.35
H  0.673  1.712  -1.535  0.36
H  1.465  -0.036  1.559  0.26
H  2.602  0.892  0.544  0.33
H  2.893  -0.846  0.852  0.28

model w ends up most stable, edging out the next structure by 0.829 eV.